Entry 1:
19
Properties=species:S:1:pos:R:3:forces:R:3 method="wB97M-V/def2-TZVPD" multiplicity=1 lumo_energy_ev=-4.124 smiles="C[C@H]1[NH2+][C@@H](Cl)N(C)C1=S" e_homo_ev=-13.141 charge=+1 orbital_gap_ev=9.0
C 0.667630 -1.449849 1.185224 -2.019 -2.347 -0.651
C 0.756857 -0.900667 -0.227111 0.540 1.121 2.338
N -0.590994 -0.848323 -0.817865 -2.972 -0.482 -0.593
C -1.215123 0.516117 -0.575373 2.437 1.446 2.427
Cl -2.537728 0.258460 0.833444 1.401 0.148 -1.031
N -0.013097 1.292356 -0.258528 0.361 -2.830 0.000
C 0.017431 2.729316 -0.169733 -2.757 0.265 2.776
C 1.228283 0.484997 -0.025561 -3.355 2.980 -0.733
S 2.630925 1.088888 0.458611 -0.316 -0.353 -0.292
H 0.062766 -2.409377 1.025088 0.914 0.876 0.895
H 0.098741 -0.796182 1.835884 0.031 0.107 0.157
H 1.631767 -1.692362 1.590482 0.352 0.016 0.091
H 1.524413 -1.380062 -0.719169 0.878 -1.649 -1.919
H -1.270498 -1.478469 -0.352942 0.692 0.030 0.671
H -0.805169 -1.180431 -1.766311 1.202 0.563 -0.475
H -1.869916 0.971540 -1.299312 0.213 -0.334 -0.707
H -0.017367 3.099101 0.984317 0.050 -0.844 -2.729
H -0.939939 3.051074 -0.686646 1.512 0.310 0.491
H 0.941398 3.006309 -0.589821 0.836 0.977 -0.717



Entry 2:
12
Properties=species:S:1:pos:R:3:forces:R:3 method="wB97M-V/def2-TZVPD" multiplicity=1 lumo_energy_ev=0.654 smiles="O/N=C1/COCO1" de_lowest_kj_mol=576.1 e_homo_ev=-9.138 charge=0 orbital_gap_ev=9.8
O -3.030177 -0.170872 0.035524 2.832 -2.083 -1.716
N -1.864587 0.655052 -0.138654 1.295 0.003 -1.035
C -0.683962 0.155541 -0.438752 -1.120 5.816 4.671
C 0.750153 1.172439 0.042775 -1.639 2.163 -2.997
O 1.732778 0.239145 -0.390084 -0.874 0.414 0.738
C 1.239794 -0.909847 0.157169 0.656 -2.692 -2.330
O -0.231713 -1.018184 -0.285674 2.520 -3.413 0.242
H -2.716094 -1.065630 -0.356703 -1.183 1.690 1.139
H 0.762192 2.120174 -0.670134 0.128 -2.093 1.536
H 0.931892 1.563531 1.119138 -0.938 -1.253 -1.502
H 1.345843 -0.912212 1.231864 -0.749 -0.066 0.471
H 1.763884 -1.829139 -0.306470 -0.929 1.513 0.784



Entry 3:
26
Properties=species:S:1:pos:R:3:forces:R:3 method="wB97M-V/def2-TZVPD" multiplicity=1 lumo_energy_ev=-0.849 de_lowest_kj_mol=0.0 e_homo_ev=-8.210 charge=0 orbital_gap_ev=7.4
H 4.521118 0.834470 1.333210 -1.195 1.493 -0.157
N 3.588454 1.377529 1.335197 2.646 -0.812 1.415
N 2.943208 0.847335 0.423975 -1.312 -0.653 -0.656
S 3.546408 -0.218842 -0.713880 0.754 -0.319 0.056
C 1.556422 1.142859 0.491317 0.509 1.853 0.569
C 0.552576 0.653574 -0.199927 -1.746 0.098 1.376
C 0.712691 -0.109023 -1.363230 0.368 -3.258 -2.961
C 0.176723 -1.286763 -1.899809 0.226 3.441 1.554
C -0.809461 -2.147190 -1.262858 -0.697 -0.786 -0.478
C -0.849011 -2.311313 0.059988 -0.483 0.457 -0.769
F -1.830028 -3.008796 0.665606 0.346 0.054 -0.114
C -0.784932 1.076105 0.419894 -1.577 0.649 -1.869
C -2.043535 0.953261 -0.569007 1.122 -2.101 1.807
C -1.165459 0.431401 1.738950 0.509 -4.875 -2.791
H 1.284300 1.954192 1.165097 0.795 -0.401 0.345
H 1.623875 0.241853 -1.893740 -1.148 -0.160 -0.248
H 0.440284 -1.345039 -2.935808 0.100 -0.954 -0.369
H -1.572758 -2.667407 -1.900889 0.899 0.402 0.693
H -0.223395 -1.748546 0.729275 0.327 -0.388 0.324
H -0.742771 2.126702 0.771489 0.556 -0.169 -1.085
H -2.925736 0.885269 0.060523 -0.281 0.746 0.017
H -2.070069 -0.057173 -1.022174 0.416 0.597 0.038
H -2.117121 1.666845 -1.334782 -0.044 1.138 -0.834
H -0.321582 -0.065886 2.211529 0.070 0.599 0.569
H -1.881126 -0.431902 1.499368 0.613 1.310 0.752
H -1.609080 1.206473 2.190676 -1.772 2.036 2.814